# 1
90
Properties=species:S:1:pos:R:3 method="wB97M-V/def2-TZVPD" total_energy_ha=-6177.82315 orbital_gap_ev="6.981 / 7.094" e_above_lowest_kcal_mol=46.9 s2=0.75 multiplicity=2 total_charge=+1 homo_energy_ev="-10.448 / -10.449" fmax_ev_per_a=1.73
Ti 0.025 -0.129 -0.406
O 0.916 0.246 1.450
C 1.325 -0.928 2.266
C 0.928 -2.111 1.360
O 0.776 -3.237 1.733
O 0.819 -1.742 0.075
C 0.618 -0.861 3.610
C -0.152 -1.892 4.137
C -0.788 -1.736 5.362
C -0.658 -0.556 6.076
C 0.129 0.468 5.567
C 0.769 0.314 4.349
C 2.846 -0.962 2.368
C 3.462 -1.327 3.557
C 4.847 -1.378 3.635
C 5.621 -1.068 2.528
C 5.007 -0.721 1.332
C 3.627 -0.679 1.251
H 1.294 1.061 1.845
H -0.233 -2.836 3.620
H -1.382 -2.549 5.758
H -1.155 -0.439 7.030
H 0.257 1.388 6.122
H 1.404 1.112 3.985
H 2.868 -1.564 4.429
H 5.319 -1.652 4.568
H 6.700 -1.094 2.596
H 5.606 -0.473 0.466
H 3.163 -0.388 0.318
C -2.028 -2.898 -0.132
N -3.140 -3.661 0.398
C -4.370 -3.258 -0.277
N -4.632 -1.828 -0.091
C -3.503 -1.085 -0.612
N -2.215 -1.423 0.066
C -2.434 -1.167 1.522
N -3.533 -1.938 2.064
C -3.268 -3.364 1.829
C -4.753 -1.566 1.347
H -1.947 -3.077 -1.208
H -1.112 -3.224 0.349
H -5.208 -3.828 0.124
H -4.281 -3.472 -1.344
H -3.696 -0.016 -0.477
H -3.403 -1.303 -1.677
H -2.641 -0.101 1.656
H -1.525 -1.413 2.068
H -4.090 -3.948 2.243
H -2.344 -3.648 2.334
H -4.953 -0.504 1.505
H -5.592 -2.139 1.741
Cl 1.218 4.012 0.455
Ge 3.175 2.691 0.396
Cl 4.635 4.352 0.411
Cl 3.019 2.307 2.636
C 1.433 1.973 -4.498
N 1.433 1.621 -3.083
C 2.408 0.598 -2.707
C 0.714 2.314 -2.178
N 0.331 1.725 -1.037
N 0.353 3.573 -2.463
C -0.793 4.194 -1.808
C 1.303 4.519 -3.053
H 2.353 2.478 -4.798
H 1.341 1.054 -5.078
H 0.586 2.615 -4.719
H 2.499 -0.113 -3.527
H 2.113 0.045 -1.815
H 3.384 1.042 -2.506
H 0.296 2.442 -0.298
H -0.499 4.700 -0.887
H -1.549 3.444 -1.589
H -1.217 4.923 -2.498
H 2.270 4.045 -3.195
H 1.440 5.337 -2.346
H 0.937 4.912 -4.002
C -1.821 -0.663 -6.623
C -1.439 -0.577 -5.178
C -2.024 0.347 -4.315
C -1.634 0.393 -2.993
N -0.713 -0.430 -2.477
C -0.136 -1.318 -3.305
C -0.474 -1.425 -4.636
H -2.624 0.030 -6.867
H -2.146 -1.673 -6.871
H -0.963 -0.434 -7.256
H -2.784 1.030 -4.670
H -2.076 1.114 -2.316
H 0.606 -1.976 -2.866
H 0.013 -2.173 -5.249

***

# 2
92
Properties=species:S:1:pos:R:3 method="wB97M-V/def2-TZVPD" total_energy_ha=-2686.67193 orbital_gap_ev=8.062 e_above_lowest_kcal_mol=17.5 total_charge=+1 homo_energy_ev=-10.322 fmax_ev_per_a=1.00
Y -0.218 0.045 -0.056
N -0.950 3.445 -0.027
C -1.812 3.832 -1.049
C -2.257 5.126 -1.167
C -3.157 5.509 -2.180
C -3.611 4.598 -3.086
C -3.190 3.252 -2.988
C -3.652 2.261 -3.883
C -3.267 0.966 -3.716
C -2.411 0.659 -2.644
N -1.928 1.540 -1.805
C -2.298 2.850 -1.965
H -0.512 4.215 0.454
H -0.259 2.749 -0.273
H -1.890 5.869 -0.467
H -3.479 6.542 -2.236
H -4.297 4.883 -3.875
H -4.319 2.548 -4.689
H -3.607 0.179 -4.376
H -2.128 -0.372 -2.469
C 1.908 1.018 -4.198
C 1.699 1.069 -2.711
O 0.666 0.552 -2.267
C 2.696 1.701 -1.858
C 3.938 2.098 -2.392
C 4.896 2.693 -1.613
C 4.616 2.928 -0.259
C 3.409 2.561 0.288
C 2.427 1.925 -0.490
O 1.285 1.582 0.065
H 0.996 0.665 -4.669
H 2.717 0.320 -4.428
H 2.182 1.994 -4.598
H 4.146 1.918 -3.440
H 5.849 2.983 -2.036
H 5.362 3.406 0.365
H 3.183 2.738 1.333
C 3.375 -3.657 1.125
Si 2.506 -2.083 0.611
C 3.384 -0.694 1.519
C 2.793 -1.962 -1.240
C 0.638 -2.019 0.901
C 0.010 -2.834 -0.189
C 0.061 -4.235 -0.298
C -0.491 -4.870 -1.388
C -1.093 -4.114 -2.390
C -1.119 -2.750 -2.234
N -0.605 -2.121 -1.166
Si 0.141 -2.621 2.601
C 1.071 -1.737 3.973
C -1.695 -2.336 2.878
C 0.343 -4.459 2.944
H 4.447 -3.534 0.929
H 3.035 -4.531 0.559
H 3.263 -3.869 2.191
H 4.133 -0.225 0.871
H 3.910 -1.090 2.395
H 2.689 0.082 1.846
H 3.807 -1.608 -1.454
H 2.089 -1.295 -1.739
H 2.675 -2.950 -1.699
H 0.565 -4.799 0.473
H -0.441 -5.950 -1.474
H -1.520 -4.569 -3.273
H -1.557 -2.127 -3.006
H 0.624 -0.767 4.203
H 2.126 -1.580 3.730
H 1.023 -2.344 4.883
H -1.927 -1.277 3.035
H -2.034 -2.894 3.757
H -2.261 -2.690 2.010
H 1.307 -4.861 2.633
H -0.442 -5.056 2.469
H 0.254 -4.609 4.025
N -5.407 -1.899 0.682
N -4.486 -0.874 0.704
N -4.829 0.371 0.948
C -3.667 0.990 0.783
N -2.692 0.132 0.465
N -3.242 -1.068 0.406
H -6.175 -1.646 1.288
H -4.944 -2.754 0.957
H -3.535 2.059 0.866
N 1.615 2.452 4.431
N 0.503 1.990 3.757
N -0.723 2.305 4.117
C -1.421 1.704 3.164
N -0.632 1.069 2.285
N 0.607 1.259 2.704
H 1.356 2.597 5.397
H 2.356 1.772 4.320
H -2.496 1.730 3.122

***

# 3
94
Properties=species:S:1:pos:R:3 method="wB97M-V/def2-TZVPD" total_energy_ha=-3511.08326 orbital_gap_ev=6.951 e_above_lowest_kcal_mol=3.2 total_charge=-1 homo_energy_ev=-4.670 fmax_ev_per_a=0.60
Bi 0.144 0.080 -0.140
N 0.039 0.608 -2.704
C 1.142 -0.047 -3.396
C 2.327 -0.326 -2.479
O 3.414 -0.580 -3.000
N 2.075 -0.324 -1.166
C 3.201 -0.567 -0.297
C 2.926 -0.128 1.133
O 3.840 -0.108 1.940
O 1.690 0.168 1.431
H -0.849 0.482 -3.171
H 0.235 1.596 -2.569
H 1.527 0.522 -4.246
H 0.801 -1.012 -3.774
H 4.091 -0.052 -0.659
H 3.453 -1.634 -0.254
C 0.206 -5.950 -2.960
C 0.591 -4.889 -1.929
C 1.796 -5.398 -1.139
C 0.905 -3.593 -2.675
N -0.563 -4.672 -1.010
C -1.765 -5.354 -1.088
C -2.575 -4.837 -0.149
N -1.891 -3.849 0.518
B -2.628 -2.991 1.579
N -3.416 -1.831 0.914
C -4.472 -1.295 1.616
C -5.063 -0.366 0.851
N -4.353 -0.301 -0.343
C -3.364 -1.250 -0.308
S -2.316 -1.686 -1.582
C -4.814 0.525 -1.497
C -5.671 1.678 -0.967
C -5.650 -0.371 -2.411
C -3.656 1.155 -2.276
N -1.662 -2.604 2.733
C -1.133 -3.658 3.446
C -0.259 -3.166 4.333
N -0.242 -1.788 4.194
C -1.135 -1.442 3.205
S -1.550 0.104 2.623
C 0.637 -1.007 5.129
C 0.103 -1.247 6.545
C 0.685 0.496 4.878
C 2.061 -1.544 4.982
C -0.654 -3.746 -0.013
S 0.601 -2.686 0.476
H 1.063 -6.101 -3.616
H -0.636 -5.629 -3.575
H -0.030 -6.907 -2.493
H 2.636 -5.534 -1.822
H 1.565 -6.358 -0.674
H 2.086 -4.689 -0.368
H 1.620 -3.799 -3.475
H 1.334 -2.846 -2.014
H -0.011 -3.190 -3.113
H -1.957 -6.126 -1.806
H -3.593 -5.075 0.100
H -3.467 -3.721 2.067
H -4.686 -1.602 2.623
H -5.893 0.275 1.073
H -6.614 1.341 -0.535
H -5.915 2.331 -1.804
H -5.126 2.264 -0.227
H -6.517 -0.763 -1.875
H -5.045 -1.208 -2.761
H -6.000 0.195 -3.276
H -2.975 1.677 -1.601
H -4.080 1.882 -2.972
H -3.093 0.416 -2.830
H -1.401 -4.676 3.230
H 0.360 -3.681 5.043
H -0.925 -0.890 6.626
H 0.719 -0.697 7.258
H 0.127 -2.303 6.818
H -0.282 0.968 5.027
H 1.036 0.719 3.879
H 1.396 0.905 5.600
H 2.124 -2.620 5.160
H 2.699 -1.048 5.714
H 2.453 -1.321 3.996
O 0.666 4.386 -1.415
C 0.363 3.485 -0.637
O 0.856 2.305 -0.635
C -0.720 3.802 0.382
C -0.784 5.082 0.927
C -1.769 5.359 1.854
C -2.673 4.359 2.183
C -2.538 3.123 1.578
N -1.572 2.835 0.703
H -0.064 5.820 0.605
H -1.839 6.339 2.309
H -3.463 4.527 2.904
H -3.214 2.313 1.823

***

# 4
106
Properties=species:S:1:pos:R:3 method="wB97M-V/def2-TZVPD" total_energy_ha=-4585.58075 orbital_gap_ev=8.359 smiles="COCB(CCCS)CCCSC(=S)N1CCOCC1.O=C1OC[C@@H](F)O1.O=C1OC[C@@H](F)O1.O=C1OC[C@@H](F)O1.O=C1OC[C@@H](F)O1.O=C1OC[C@@H](F)O1.O=C1OC[C@@H](F)O1" homo_energy_ev=-8.197 fmax_ev_per_a=4.02
C -1.909 -0.322 5.270
O -0.838 -1.271 4.817
C -0.991 -1.353 3.341
B 0.244 -0.524 2.607
C 0.535 1.060 3.042
C -0.073 2.147 1.973
C -1.703 2.001 1.725
S -2.293 3.569 0.815
C 1.232 -1.216 1.475
C 0.325 -1.897 0.269
C 1.260 -2.389 -1.028
S 1.057 -1.066 -2.338
C 2.064 -1.484 -3.897
S 3.153 -2.820 -3.706
N 1.941 -0.770 -5.224
C 0.851 0.278 -5.236
C 1.070 1.228 -6.589
O 2.307 2.023 -6.557
C 3.293 1.491 -5.604
C 3.241 -0.153 -5.689
H -1.910 0.660 4.614
H -1.777 0.001 6.395
H -2.930 -0.911 5.100
H -2.041 -0.899 3.065
H -0.997 -2.473 2.949
H 1.713 1.181 3.036
H 0.146 1.247 4.130
H 0.085 3.245 2.411
H 0.465 2.131 0.916
H -2.263 1.900 2.753
H -1.850 1.066 1.032
H -3.686 3.385 0.540
H 1.914 -2.024 1.999
H 1.958 -0.410 1.009
H -0.423 -1.047 -0.101
H -0.364 -2.768 0.667
H 2.409 -2.444 -0.751
H 0.824 -3.430 -1.374
H 0.858 1.018 -4.329
H -0.197 -0.250 -5.345
H 0.172 2.014 -6.550
H 0.909 0.611 -7.582
H 3.030 1.864 -4.503
H 4.405 1.826 -5.808
H 3.334 -0.418 -6.849
H 4.202 -0.549 -5.151
O -0.153 2.739 -2.091
C -0.435 3.446 -3.044
O 0.420 4.354 -3.605
C -0.234 4.863 -4.751
C -1.671 4.616 -4.439
F -2.374 4.377 -5.568
O -1.643 3.433 -3.674
H 0.108 4.316 -5.636
H -0.015 5.925 -4.888
H -2.149 5.416 -3.864
O 2.755 -5.716 0.968
C 2.768 -5.506 2.169
O 2.540 -6.465 3.118
C 2.774 -5.853 4.370
C 2.570 -4.408 4.066
F 3.362 -3.635 4.843
O 3.005 -4.287 2.730
H 3.795 -6.077 4.698
H 2.074 -6.222 5.124
H 1.530 -4.075 4.146
O -4.869 1.972 4.850
C -4.741 3.184 4.807
O -5.583 4.020 4.126
C -5.173 5.337 4.434
C -3.748 5.148 4.830
F -3.382 6.054 5.763
O -3.739 3.870 5.424
H -5.790 5.729 5.249
H -5.279 5.994 3.567
H -3.043 5.169 3.992
O -2.193 -5.015 0.880
C -2.572 -4.473 -0.146
O -2.429 -3.138 -0.406
C -2.870 -2.941 -1.734
C -3.775 -4.105 -1.951
F -3.754 -4.498 -3.244
O -3.195 -5.123 -1.168
H -2.006 -2.944 -2.408
H -3.390 -1.984 -1.837
H -4.808 -3.936 -1.629
O 7.611 -9.459 4.625
C 6.392 -9.504 4.584
O 5.679 -10.581 4.131
C 4.318 -10.286 4.370
C 4.314 -8.797 4.429
F 3.361 -8.350 5.278
O 5.576 -8.486 4.975
H 4.006 -10.749 5.312
H 3.686 -10.672 3.565
H 4.204 -8.309 3.455
O -2.906 7.457 -3.054
C -2.237 8.279 -3.658
O -2.487 9.624 -3.656
C -1.420 10.230 -4.357
C -0.918 9.115 -5.209
F 0.413 9.226 -5.414
O -1.153 7.968 -4.424
H -0.672 10.586 -3.641
H -1.772 11.080 -4.948
H -1.436 9.016 -6.169

***

# 5
91
Properties=species:S:1:pos:R:3 method="wB97M-V/def2-TZVPD" total_energy_ha=-2529.09055 orbital_gap_ev="7.927 / 8.046" s2=0.75 multiplicity=2 homo_energy_ev="-8.561 / -8.680" fmax_ev_per_a=2.02
C 6.441 -0.111 3.086
C 5.846 0.699 1.926
C 4.418 0.210 1.647
C 3.383 0.883 2.568
N 2.124 1.247 1.888
C 0.942 0.754 2.463
N 0.536 1.335 3.557
C -0.596 0.816 4.124
C -1.130 1.395 5.306
C -0.446 2.545 5.970
O 0.720 2.711 5.976
N -1.297 3.510 6.680
C -1.979 4.324 5.820
O -1.733 4.538 4.695
F -3.000 4.909 6.435
C -2.279 0.883 5.863
C -2.975 -0.215 5.312
B -4.260 -0.779 6.041
O -4.104 -1.876 6.830
O -5.491 -0.200 5.917
C -2.471 -0.776 4.158
C -3.143 -1.941 3.493
C -4.433 -1.551 2.727
C -4.277 -1.648 1.230
C -3.713 -2.758 0.607
C -3.586 -2.827 -0.771
C -4.020 -1.772 -1.565
C -4.574 -0.657 -0.953
C -4.707 -0.592 0.428
C -1.293 -0.257 3.563
N -0.864 -0.813 2.391
C 0.222 -0.334 1.868
P 0.736 -1.187 0.351
N 1.997 -2.015 0.633
O 0.921 -0.061 -0.775
O -0.492 -2.107 -0.129
H 6.571 -1.138 2.762
H 5.697 -0.153 3.879
H 7.368 0.305 3.461
H 6.425 0.474 1.034
H 5.863 1.761 2.150
H 4.404 -0.851 1.860
H 4.131 0.384 0.614
H 3.163 0.277 3.441
H 3.838 1.794 2.957
H 2.156 1.064 0.895
H -1.942 3.069 7.325
H -2.697 1.302 6.765
H -4.967 -2.147 7.170
H -5.475 0.473 5.230
H -2.461 -2.424 2.809
H -3.386 -2.691 4.241
H -5.237 -2.217 3.033
H -4.723 -0.535 2.975
H -3.369 -3.579 1.219
H -3.152 -3.696 -1.240
H -3.949 -1.803 -2.639
H -4.905 0.174 -1.557
H -5.135 0.290 0.878
H 1.869 -2.996 0.428
H 0.097 0.374 -1.035
H -1.188 -1.580 -0.548
C 1.028 -0.835 -7.637
C 0.333 -0.301 -6.351
C 0.009 1.198 -6.465
C 1.167 2.153 -6.174
C 1.882 1.765 -4.882
C 2.342 0.310 -4.895
N 1.182 -0.595 -5.159
O 0.454 -0.709 -4.094
C 3.452 0.149 -5.952
C 2.984 -0.057 -3.563
C -0.996 -1.045 -6.259
H 2.050 -1.158 -7.463
H 0.515 -1.717 -8.019
H 1.044 -0.090 -8.434
H -0.798 1.434 -5.763
H -0.389 1.397 -7.461
H 1.867 2.177 -7.013
H 0.778 3.169 -6.081
H 2.744 2.413 -4.720
H 1.208 1.930 -4.035
H 3.783 -0.889 -6.011
H 4.310 0.757 -5.667
H 3.162 0.472 -6.949
H 2.322 0.128 -2.722
H 3.881 0.541 -3.408
H 3.274 -1.109 -3.539
H -0.840 -2.111 -6.089
H -1.533 -0.923 -7.200
H -1.632 -0.663 -5.462